Entry 1:
Computed, not measured: a cluster of 2 separate species, C3H11NOS in total, with wB97M-V/def2-TZVPD.

Last column: Mulliken charge in e.
Element x y z (Å)
C -0.719 -0.264 -1.791  -0.89
C 0.624 -0.869 -1.367  -0.45
S 0.252 -2.531 -0.535  -0.26
H -1.348 -1.136 -2.003  0.36
H -1.236 0.207 -0.958  0.17
H -0.649 0.427 -2.625  0.32
H 1.280 -0.263 -0.736  0.28
H 1.341 -1.119 -2.157  0.35
H 0.935 -3.345 -1.389  0.13
N -1.230 2.293 1.089  -0.40
C -0.190 1.687 1.867  -0.16
O 1.139 1.975 1.388  -0.50
H -0.906 3.154 0.690  0.13
H -2.136 1.868 1.039  0.19
H -0.514 0.641 1.963  0.27
H -0.019 1.984 2.934  0.19
H 1.109 2.923 1.248  0.27

Summary:
Multiplicity   1
Total charge   0

***

Entry 2:
Computed, not measured: a cluster of 2 separate species, C3H11NOS2 in total, with wB97M-V/def2-TZVPD.

Last column: Mulliken charge in e.
Element x y z (Å)
N -1.161 -2.142 1.902  -0.55
C -0.247 -2.394 0.777  -0.53
C 0.756 -1.241 0.569  -0.61
C 0.335 -0.193 -0.464  -0.63
S -1.271 0.554 -0.083  -0.05
S -1.061 2.314 -1.257  -0.28
H -1.621 -3.011 2.175  0.22
H -1.865 -1.433 1.733  0.19
H 0.307 -3.280 1.075  0.41
H -0.767 -2.573 -0.168  0.24
H 0.749 -0.652 1.491  0.31
H 1.737 -1.669 0.381  0.33
H 1.121 0.565 -0.457  0.34
H 0.335 -0.560 -1.493  0.44
H -0.887 3.215 -0.260  0.16
O 4.059 0.095 -0.113  -0.60
H 4.750 0.726 0.010  0.30
H 3.520 0.529 -0.780  0.32

Summary:
Multiplicity   1
Total charge   0

***

Entry 3:
Computed, not measured: a cluster of 2 separate species, C3H11NOS2 in total, with wB97M-V/def2-TZVPD.

Last column: Mulliken charge in e.
Element x y z (Å)
N -1.771 -1.068 1.332  -0.36
C -1.920 0.309 0.834  -0.46
C -1.119 0.511 -0.483  -0.48
C 0.325 0.050 -0.498  -0.67
S 0.758 -1.748 -0.656  -0.14
S -0.621 -2.735 -1.787  -0.21
H -2.618 -1.395 1.786  0.17
H -1.096 -1.706 0.957  0.13
H -1.688 1.022 1.616  0.28
H -2.963 0.495 0.524  0.30
H -1.185 1.589 -0.649  0.27
H -1.763 -0.018 -1.185  0.28
H 0.808 0.363 0.435  0.34
H 0.956 0.551 -1.242  0.38
H -0.174 -2.236 -2.991  0.17
O 4.349 1.845 0.497  -0.62
H 5.096 1.408 0.920  0.32
H 4.626 2.764 0.590  0.31

Summary:
Multiplicity   1
Total charge   0

***

Entry 4:
Computed, not measured: a cluster of 2 separate species, C3H11NOS2 in total, with wB97M-V/def2-TZVPD.

Last column: Mulliken charge in e.
Element x y z (Å)
C 0.663 -0.040 2.260  -1.47
C -0.406 -0.403 1.266  0.33
N -1.167 0.827 0.942  -0.67
C 0.208 -0.993 0.005  -0.84
S -0.989 -1.932 -1.001  -0.05
S -0.387 -1.378 -2.940  -0.21
H 1.566 0.343 1.775  0.29
H 0.365 0.655 3.045  0.42
H 0.999 -0.906 2.853  0.35
H -1.192 -1.102 1.567  0.41
H -0.730 1.380 0.215  0.19
H -2.062 0.584 0.518  0.30
H 0.740 -0.274 -0.621  0.35
H 0.931 -1.714 0.303  0.43
H 0.889 -1.640 -2.666  0.18
O -0.014 2.208 -2.858  -0.64
H 0.531 2.898 -2.449  0.32
H 0.053 1.489 -2.214  0.31

Summary:
Multiplicity   1
Total charge   0

***

Entry 5:
Computed, not measured: a cluster of 2 separate species, C3H11NOS2 in total, with wB97M-V/def2-TZVPD.

Last column: Mulliken charge in e.
Element x y z (Å)
C 1.346 0.294 -2.745  -1.55
C 0.790 0.632 -1.345  0.44
N 1.690 1.807 -0.997  -0.53
C -0.791 0.948 -1.541  -0.84
S -2.011 -0.114 -0.736  -0.09
S -1.385 0.175 1.193  -0.21
H 1.139 1.124 -3.451  0.40
H 2.339 -0.176 -2.724  0.34
H 0.687 -0.451 -3.144  0.42
H 1.076 -0.120 -0.632  0.31
H 1.729 2.190 -0.048  0.16
H 1.903 2.489 -1.725  0.18
H -0.979 2.016 -1.406  0.42
H -0.844 1.014 -2.669  0.37
H -0.138 -0.486 0.954  0.19
O 2.800 -3.279 4.726  -0.65
H 3.223 -2.857 5.611  0.34
H 1.899 -3.381 4.884  0.31

Summary:
Multiplicity   1
Total charge   0

***

Entry 6:
Computed, not measured: a cluster of 2 separate species, C3H11NOS2 in total, with wB97M-V/def2-TZVPD.

Last column: Mulliken charge in e.
Element x y z (Å)
C -0.610 -0.317 -1.346  -1.33
C 0.292 -0.166 -0.099  0.31
N 1.520 0.585 -0.341  -0.52
C 0.530 -1.517 0.529  -0.92
S 1.589 -1.509 2.056  -0.09
S 0.202 -2.239 3.469  -0.22
H 0.018 -0.941 -2.076  0.32
H -0.722 0.683 -1.828  0.32
H -1.587 -0.761 -1.190  0.40
H -0.317 0.370 0.646  0.31
H 1.767 0.419 -1.309  0.25
H 1.378 1.515 0.013  0.25
H 1.099 -2.117 -0.191  0.32
H -0.390 -2.086 0.707  0.46
H 0.377 -3.514 3.174  0.15
O -1.892 4.035 -0.399  -0.64
H -1.913 4.314 -1.329  0.32
H -1.342 3.247 -0.486  0.31

Summary:
Multiplicity   1
Total charge   0

***

| no. | maximum force (eV Å⁻¹) | highest occupied orbital energy (eV) |
| --- | --- | --- |
| 1 | 1.9 | -8.906 |
| 2 | 1.4 | -9.072 |
| 3 | 1.8 | -8.429 |
| 4 | 2.3 | -8.790 |
| 5 | 5.2 | -8.755 |
| 6 | 2.4 | -8.990 |